[1]
Density functional theory data (ωB97M-V/def2-TZVPD) for C15H34IN3O20PS5 as an isolated structure at a distorted geometry.

Values from the calculation:
relative energy (zero: lowest compared OMol25 entry of this formula, charge and spin): 291.4 kJ/mol
LUMO level: -3.1 eV
Kohn-Sham gap: 6.40 eV
HOMO level: -9.5 eV
maximum force: 12.216 eV Å⁻¹

```
! wB97M-V def2-TZVPD RIJCOSX def2/J DEFGRID3
* xyz 1 1
N -2.50 4.01 0.33
P -2.81 2.79 -0.71
C -1.18 1.86 -1.11
I 0.20 3.35 -1.99
C -1.64 0.89 -2.40
C -2.35 -0.30 -1.53
C -1.31 -0.54 -0.27
N -0.62 0.84 -0.15
C -0.35 1.21 1.29
N 0.48 2.46 1.48
H -3.09 3.81 1.19
H -3.80 1.91 -0.11
H -3.36 3.26 -1.98
H -2.38 1.40 -3.16
H -0.68 0.36 -2.82
H -3.36 -0.06 -0.97
H -2.36 -1.31 -2.12
H -0.43 -1.26 -0.55
H -1.75 -1.00 0.74
H 0.31 0.62 -0.57
H 0.28 0.31 1.75
H -1.36 1.25 1.92
H -0.10 3.33 1.56
H 1.25 2.56 0.79
C 1.12 -1.19 -5.28
C 2.49 -0.91 -5.90
O 3.23 -0.25 -4.88
S 2.75 -0.80 -3.42
O 3.68 -1.82 -2.99
O 2.39 0.33 -2.60
O 1.38 -1.54 -3.92
H 0.50 -0.29 -5.29
H 0.60 -2.00 -5.79
H 2.43 -0.29 -6.79
H 3.01 -1.85 -6.14
C -0.94 -5.33 -1.15
C 0.04 -4.60 -0.23
O 1.24 -4.48 -0.99
S 0.86 -4.32 -2.56
O 0.88 -2.92 -2.90
O 1.59 -5.32 -3.31
O -0.69 -4.80 -2.45
H -0.74 -6.40 -1.17
H -1.98 -5.16 -0.86
H 0.23 -5.15 0.70
H -0.31 -3.59 0.01
C 3.81 0.76 4.87
C 3.06 1.65 5.86
O 2.05 2.29 5.08
S 1.57 1.28 3.90
O 0.37 0.60 4.34
O 1.66 1.97 2.64
O 2.82 0.23 4.00
H 4.52 1.34 4.27
H 4.35 -0.05 5.38
H 3.71 2.40 6.33
H 2.57 1.06 6.63
C 5.21 -5.38 1.72
C 4.99 -3.94 2.20
O 4.55 -3.23 1.05
S 3.70 -4.24 0.10
O 2.29 -4.03 0.37
O 4.25 -4.19 -1.24
O 4.15 -5.63 0.80
H 6.16 -5.48 1.19
H 5.18 -6.10 2.55
H 5.90 -3.50 2.61
H 4.20 -3.89 2.95
C -5.97 6.72 1.64
C -6.75 7.09 0.39
O -6.81 5.89 -0.38
S -6.85 4.61 0.63
O -8.23 4.21 0.79
O -5.80 3.70 0.24
O -6.39 5.40 1.98
H -4.89 6.69 1.44
H -6.16 7.40 2.47
H -6.27 7.89 -0.18
H -7.78 7.38 0.64
*
```

[2]
Density functional theory data (ωB97M-V/def2-TZVPD) for a 5-piece molecular cluster, C15H34O5 overall at a distorted geometry.

Values from the calculation:
LUMO level (alpha / beta): -2.0 / -5.8 eV
Kohn-Sham gap (alpha / beta): 10.52 / 6.73 eV
HOMO level (alpha / beta): -12.5 / -12.5 eV
⟨S²⟩: 0.754
maximum force: 3.384 eV Å⁻¹

```
! wB97M-V def2-TZVPD RIJCOSX def2/J DEFGRID3
* xyz 1 2
O -0.90 -0.33 1.37
H -0.38 0.44 1.62
H -0.98 -0.29 0.41
H -0.46 -1.15 1.58
C 1.13 4.17 1.83
C 0.97 2.88 2.57
C -0.14 3.10 3.63
O 0.69 1.80 1.71
H 1.72 4.89 2.40
H 0.24 4.74 1.58
H 1.60 4.06 0.85
H 1.89 2.78 3.15
H -0.10 2.26 4.33
H -1.17 3.05 3.28
H 0.03 3.99 4.23
C -2.23 2.72 -1.35
C -3.31 2.01 -2.10
C -3.22 0.60 -1.61
O -1.94 0.46 -1.04
C -1.11 1.61 -1.40
H -2.55 2.79 -0.31
H -2.02 3.72 -1.74
H -3.09 2.12 -3.16
H -4.28 2.46 -1.89
H -3.30 0.04 -2.54
H -4.12 0.41 -1.03
H -0.63 1.42 -2.36
H -0.28 1.71 -0.71
C 1.62 -0.89 -3.22
C 0.21 -1.33 -3.65
C -0.27 -2.16 -2.45
O 0.27 -1.37 -1.39
C 1.44 -0.76 -1.75
H 1.91 0.05 -3.69
H 2.41 -1.59 -3.48
H 0.45 -2.02 -4.45
H -0.47 -0.50 -3.87
H 0.13 -3.17 -2.53
H -1.36 -2.18 -2.48
H 2.24 -1.23 -1.18
H 1.35 0.28 -1.43
C 1.53 -3.96 0.90
C 2.47 -2.90 1.60
C 1.58 -2.31 2.73
O 0.28 -2.42 2.12
C 0.13 -3.69 1.53
H 1.85 -4.99 1.08
H 1.54 -3.84 -0.18
H 2.61 -2.10 0.88
H 3.43 -3.21 2.00
H 1.74 -1.23 2.81
H 1.64 -2.80 3.70
H -0.67 -3.75 0.80
H -0.10 -4.41 2.32
*
```

[3]
Density functional theory data (ωB97M-V/def2-TZVPD) for a 4-piece molecular cluster, C15H35BF6N8O8P2 overall at a distorted geometry.

Values from the calculation:
relative energy (zero: lowest compared OMol25 entry of this formula, charge and spin): 0.0 kJ/mol
LUMO level: 0.3 eV
SMILES: CCC[C@H](C)[PH](B(O)N(C)C)(C(=O)C(F)(F)C(F)(F)C(F)(F)C(=O)O)P(N)O.NC(N)=O.NC(N)=O.NC(N)=O
Kohn-Sham gap: 6.96 eV
HOMO level: -6.6 eV
maximum force: 2.499 eV Å⁻¹

```
! wB97M-V def2-TZVPD RIJCOSX def2/J DEFGRID3
* xyz 0 1
C 1.89 2.03 2.81
C 0.54 2.61 2.47
C -0.65 1.65 2.40
C -0.55 0.58 1.28
C -1.29 1.08 0.05
P -1.06 -1.12 1.86
B -2.53 -1.20 3.18
O -3.02 -0.02 3.64
N -3.11 -2.44 3.64
C -3.14 -2.61 5.10
C -2.65 -3.66 2.98
C -2.41 -1.41 0.45
O -3.56 -1.05 0.67
C -2.25 -2.19 -0.93
F -2.74 -1.36 -1.89
F -3.04 -3.29 -0.93
C -0.83 -2.58 -1.40
F 0.06 -1.60 -1.14
F -0.88 -2.71 -2.74
C -0.26 -3.93 -0.85
F -0.90 -4.35 0.26
F -0.42 -4.88 -1.79
C 1.27 -3.87 -0.54
O 2.05 -4.56 -1.17
O 1.62 -3.03 0.45
P 0.54 -1.16 3.51
N -0.34 -1.04 5.02
O 0.98 -2.78 3.56
H 2.00 1.84 3.87
H 2.67 2.74 2.54
H 2.12 1.11 2.30
H 0.28 3.33 3.25
H 0.57 3.17 1.55
H -0.90 1.23 3.37
H -1.49 2.27 2.13
H 0.49 0.51 1.00
H -0.89 2.06 -0.19
H -2.35 1.22 0.23
H -1.13 0.49 -0.84
H -0.41 -2.30 1.38
H -3.85 -0.16 4.10
H -3.23 -1.67 5.61
H -3.99 -3.23 5.37
H -2.24 -3.13 5.44
H -3.03 -4.51 3.52
H -3.08 -3.71 1.99
H -1.56 -3.76 2.96
H 2.17 -3.48 1.10
H -0.43 -0.07 5.27
H 0.16 -1.55 5.73
H 0.41 -3.28 2.97
N 2.66 4.38 -1.09
C 1.42 4.05 -1.53
N 1.19 4.31 -2.85
O 0.57 3.54 -0.80
H 3.37 4.76 -1.69
H 2.88 4.19 -0.13
H 0.29 4.06 -3.23
H 1.88 4.72 -3.45
N -0.21 0.62 -6.17
C -0.86 0.74 -4.96
N -1.77 -0.24 -4.69
O -0.63 1.65 -4.19
H -0.38 -0.12 -6.82
H 0.46 1.33 -6.40
H -2.25 -0.19 -3.82
H -1.96 -1.00 -5.31
N 5.67 3.27 -5.24
C 4.73 3.15 -4.25
N 3.74 2.24 -4.49
O 4.77 3.81 -3.23
H 5.66 2.73 -6.08
H 6.41 3.93 -5.09
H 3.04 2.13 -3.78
H 3.69 1.68 -5.32
*
```

[4]
Density functional theory data (ωB97M-V/def2-TZVPD) for C15H35BrGaO12S3 as an isolated structure at a distorted geometry.

Values from the calculation:
LUMO level: 2.0 eV
Kohn-Sham gap: 7.46 eV
HOMO level: -5.5 eV
maximum force: 2.881 eV Å⁻¹

```
! wB97M-V def2-TZVPD RIJCOSX def2/J DEFGRID3
* xyz -1 1
C -0.09 2.13 -3.99
C -0.80 1.54 -2.77
O -1.74 0.53 -3.16
C 0.25 0.94 -1.86
O -0.25 0.17 -0.81
Ga -0.64 1.10 0.74
C 0.09 0.02 2.30
C 1.37 -0.75 1.95
C 1.53 -1.98 2.80
O 1.97 -1.64 4.12
C -2.62 1.48 1.09
C -3.64 0.51 0.60
O -4.83 0.75 0.47
Br -3.06 -1.32 0.20
S 0.42 3.19 0.81
C -0.20 3.98 2.29
O 1.87 3.13 0.91
O -0.08 4.03 -0.28
H 0.98 2.20 -3.84
H -0.25 1.47 -4.83
H -0.52 3.08 -4.27
H -1.35 2.34 -2.29
H -1.21 -0.19 -3.50
H 0.86 0.29 -2.50
H 0.92 1.74 -1.53
H 0.27 0.71 3.12
H -0.68 -0.69 2.60
H 1.40 -1.02 0.91
H 2.21 -0.11 2.19
H 0.59 -2.52 2.86
H 2.25 -2.68 2.36
H 1.33 -1.98 4.73
H -2.90 2.47 0.76
H -2.73 1.48 2.17
H -0.04 3.35 3.15
H -1.27 4.09 2.16
H 0.25 4.96 2.39
O -2.65 -4.93 3.74
S -3.87 -5.54 4.16
O -4.49 -6.54 3.35
O -4.93 -4.41 4.50
C -5.20 -3.40 3.50
C -6.07 -3.92 2.37
C -3.69 -6.17 5.79
H -4.27 -2.98 3.12
H -5.72 -2.60 4.04
H -5.55 -4.67 1.78
H -6.35 -3.10 1.71
H -6.98 -4.38 2.77
H -3.24 -5.40 6.41
H -3.03 -7.03 5.73
H -4.67 -6.46 6.16
O 3.36 2.16 -4.57
S 4.49 3.02 -4.70
O 4.81 3.61 -5.97
O 5.77 2.26 -4.14
C 6.06 0.95 -4.67
C 6.64 0.99 -6.07
C 4.41 4.28 -3.48
H 5.16 0.34 -4.63
H 6.77 0.52 -3.97
H 5.92 1.37 -6.79
H 6.95 -0.01 -6.37
H 7.51 1.65 -6.10
H 4.20 3.82 -2.51
H 3.61 4.95 -3.76
H 5.36 4.81 -3.46
*
```

[5]
Density functional theory data (ωB97M-V/def2-TZVPD) for a 5-piece molecular cluster, C15H35Cl2NO8S4 overall at a distorted geometry.

Values from the calculation:
LUMO level: 0.3 eV
Kohn-Sham gap: 8.88 eV
HOMO level: -8.6 eV
maximum force: 4.688 eV Å⁻¹

```
! wB97M-V def2-TZVPD RIJCOSX def2/J DEFGRID3
* xyz 0 1
C -4.45 2.52 3.04
C -5.32 1.64 2.04
O -6.35 1.09 2.51
O -5.02 1.40 0.67
C -3.57 1.28 0.46
N -3.08 2.67 0.20
C -3.90 3.16 -0.95
O -4.80 4.01 -0.84
O -3.70 2.58 -2.25
C -1.63 2.72 -0.13
Cl -0.57 1.65 0.90
C -1.17 4.28 0.12
C 0.00 4.44 1.19
Cl -0.70 5.11 -1.44
H -4.78 2.45 4.12
H -4.41 3.64 2.77
H -3.35 2.17 3.01
H -3.16 0.80 1.40
H -3.47 0.61 -0.48
H -2.96 3.05 -2.73
H -1.38 2.51 -1.22
H -2.08 4.84 0.55
H 0.18 5.58 1.29
H 1.00 4.00 0.87
H -0.33 4.12 2.24
C 1.03 -2.33 0.66
S 1.29 -1.01 -0.55
O 0.02 -0.85 -1.31
C 2.44 -1.93 -1.59
H 0.31 -1.99 1.40
H 0.65 -3.22 0.16
H 1.98 -2.56 1.15
H 1.96 -2.85 -1.95
H 3.34 -2.18 -1.02
H 2.71 -1.31 -2.44
C 0.13 -5.30 5.13
S 0.83 -3.75 4.54
O 0.06 -3.35 3.32
C 2.40 -4.45 3.97
H -0.87 -5.11 5.50
H 0.09 -6.03 4.32
H 0.75 -5.69 5.95
H 2.21 -5.23 3.23
H 2.94 -4.87 4.82
H 2.99 -3.66 3.52
C 5.47 -4.97 -0.54
S 5.65 -5.10 1.25
O 4.33 -4.76 1.86
C 6.72 -3.66 1.43
H 4.79 -5.76 -0.88
H 5.04 -4.00 -0.81
H 6.44 -5.10 -1.02
H 6.22 -2.77 1.04
H 7.65 -3.83 0.89
H 6.94 -3.53 2.49
C -0.44 4.09 -6.48
S -1.81 4.62 -5.43
O -1.63 3.97 -4.10
C -3.08 3.69 -6.32
H 0.48 4.53 -6.09
H -0.36 3.00 -6.47
H -0.60 4.44 -7.50
H -2.84 2.62 -6.31
H -3.16 4.05 -7.34
H -4.04 3.84 -5.81
*
```

[6]
Density functional theory data (ωB97M-V/def2-TZVPD) for a 3-piece molecular cluster, C15H35ClN2O5S overall at a distorted geometry.

Values from the calculation:
LUMO level: 0.5 eV
SMILES: C[C@H](Cl)C[C@@H]1CCCOS1(=O)=O.COC[C@@H](C)N.COC[C@@H](C)N
Kohn-Sham gap: 9.88 eV
HOMO level: -9.3 eV
maximum force: 3.911 eV Å⁻¹

```
! wB97M-V def2-TZVPD RIJCOSX def2/J DEFGRID3
* xyz 0 1
C 2.40 0.70 -0.68
C 3.34 1.94 -0.89
Cl 4.93 1.29 -1.43
C 3.40 2.72 0.46
C 4.82 3.10 0.98
C 4.61 3.82 2.37
C 4.24 5.33 2.17
C 5.47 6.16 1.65
O 6.44 5.31 1.03
S 5.68 4.33 -0.07
O 6.76 3.75 -0.88
O 4.69 5.08 -0.87
H 1.63 0.88 0.08
H 1.94 0.46 -1.65
H 3.06 -0.12 -0.37
H 2.86 2.58 -1.64
H 2.79 3.64 0.46
H 2.97 2.06 1.23
H 5.47 2.23 1.12
H 5.50 3.75 3.01
H 3.72 3.39 2.86
H 3.48 5.41 1.38
H 3.86 5.76 3.11
H 5.90 6.67 2.52
H 5.15 6.91 0.91
C -2.66 0.70 -0.70
O -1.42 0.20 -1.19
C -1.50 -1.09 -1.79
C -1.95 -1.08 -3.26
C -3.46 -0.87 -3.43
N -1.24 -0.06 -4.04
H -3.29 -0.10 -0.30
H -3.18 1.25 -1.48
H -2.44 1.40 0.10
H -0.48 -1.49 -1.75
H -2.12 -1.76 -1.18
H -1.72 -2.06 -3.67
H -3.75 0.17 -3.26
H -3.76 -1.12 -4.44
H -4.02 -1.50 -2.74
H -0.24 -0.26 -4.01
H -1.33 0.82 -3.55
C -2.63 -3.12 1.42
O -3.70 -3.40 0.54
C -3.85 -4.78 0.21
C -4.62 -5.60 1.25
C -3.80 -5.95 2.49
N -5.85 -4.93 1.68
H -1.77 -3.77 1.25
H -2.95 -3.19 2.46
H -2.32 -2.08 1.24
H -4.42 -4.79 -0.72
H -2.87 -5.23 -0.01
H -4.90 -6.54 0.77
H -3.67 -5.10 3.16
H -4.30 -6.73 3.06
H -2.81 -6.32 2.21
H -6.45 -4.78 0.86
H -5.60 -3.98 1.96
*
```

[7]
Density functional theory data (ωB97M-V/def2-TZVPD) for C15H35CuN5O5 as an isolated structure at a distorted geometry.

Values from the calculation:
relative energy (zero: lowest compared OMol25 entry of this formula, charge and spin): 0.0 kJ/mol
LUMO level (alpha / beta): -4.6 / -7.4 eV
Kohn-Sham gap (alpha / beta): 10.60 / 7.77 eV
HOMO level (alpha / beta): -15.2 / -15.2 eV
⟨S²⟩: 0.751
maximum force: 1.387 eV Å⁻¹

```
! wB97M-V def2-TZVPD RIJCOSX def2/J DEFGRID3
* xyz 2 2
Cu -0.29 0.20 -0.56
C 0.74 -1.03 -4.25
C 1.06 -1.36 -2.82
O 0.22 -1.15 -1.92
N 2.23 -1.92 -2.56
C 2.68 -2.24 -1.22
H 1.36 -1.61 -4.93
H 0.93 0.03 -4.41
H -0.28 -1.33 -4.48
H 2.79 -2.25 -3.34
H 1.88 -2.16 -0.49
H 3.47 -1.54 -0.92
H 3.14 -3.22 -1.14
C 2.94 1.94 -2.10
C 2.81 1.25 -0.78
O 1.70 0.88 -0.34
N 3.90 1.10 -0.05
C 3.95 0.39 1.22
H 2.77 3.01 -2.00
H 2.23 1.49 -2.80
H 3.92 1.79 -2.57
H 4.79 1.42 -0.42
H 3.02 0.47 1.77
H 4.74 0.85 1.82
H 4.24 -0.65 1.07
C 0.50 -2.14 3.07
C -0.03 -2.27 1.67
O -0.13 -1.28 0.93
N -0.42 -3.49 1.29
C -0.91 -3.78 -0.04
H 1.35 -1.47 3.13
H 0.82 -3.10 3.47
H -0.32 -1.76 3.68
H -0.24 -4.28 1.88
H -1.81 -3.21 -0.26
H -1.07 -4.84 -0.19
H -0.19 -3.42 -0.78
C -3.95 -1.24 1.12
C -3.58 -0.16 0.14
O -2.40 0.01 -0.17
N -4.57 0.61 -0.31
C -4.38 1.79 -1.13
H -3.75 -0.90 2.13
H -3.35 -2.12 0.90
H -5.00 -1.55 1.06
H -5.50 0.37 0.00
H -3.65 1.62 -1.91
H -4.12 2.66 -0.53
H -5.34 2.00 -1.61
C 0.25 2.20 3.04
C -0.46 2.48 1.75
O -0.56 1.61 0.88
N -0.97 3.71 1.62
C -1.69 4.16 0.45
H 1.00 1.42 2.94
H -0.49 1.76 3.71
H 0.63 3.11 3.50
H -1.02 4.28 2.44
H -1.57 3.42 -0.34
H -1.28 5.08 0.03
H -2.75 4.34 0.65
*
```